Entry from the Open Molecules 2025 dataset: a molecular structure, C57H54IrN9O2P2S at a distorted geometry (wB97M-V/def2-TZVPD).

Each line ends with the Löwdin charge.
Cartesian coordinates (Å):
Ir: -1.34 0.21 -0.66  1.122
C: -3.61 -2.54 -3.70  -0.008
C: -2.90 -1.47 -3.13  -0.135
N: -2.74 -1.32 -1.83  0.019
C: -3.23 -2.28 -1.01  -0.156
C: -3.87 -3.43 -1.49  -0.128
C: -4.09 -3.52 -2.88  0.040
C: -4.24 -4.45 -0.56  0.020
C: -3.93 -4.31 0.76  -0.022
C: -3.33 -3.13 1.25  0.023
C: -3.06 -2.09 0.39  -0.198
N: -2.58 -0.84 0.74  0.023
C: -2.83 -0.23 1.90  -0.209
C: -3.79 -0.61 2.85  0.042
C: -3.93 0.10 4.04  -0.014
C: -3.15 1.21 4.29  0.040
C: -2.23 1.67 3.32  -0.156
C: -1.47 2.84 3.51  0.043
C: -0.68 3.28 2.49  0.004
C: -0.65 2.56 1.29  -0.127
N: -1.29 1.42 1.09  -0.028
C: -2.09 0.97 2.11  -0.209
H: -3.75 -2.58 -4.77  0.124
H: -2.43 -0.73 -3.76  0.110
H: -4.61 -4.38 -3.28  0.138
H: -4.74 -5.33 -0.93  0.134
H: -4.15 -5.12 1.45  0.127
H: -3.07 -3.06 2.30  0.129
H: -4.46 -1.43 2.65  0.121
H: -4.67 -0.21 4.77  0.130
H: -3.25 1.76 5.22  0.137
H: -1.54 3.38 4.45  0.143
H: -0.09 4.18 2.57  0.133
H: -0.08 2.97 0.47  0.081
N: -0.92 2.84 -1.83  -0.312
P: 0.22 1.58 -1.72  0.855
C: 0.76 1.27 -3.42  -0.350
C: -0.11 1.48 -4.49  -0.086
C: 0.34 1.28 -5.79  -0.058
C: 1.64 0.86 -6.03  -0.058
C: 2.50 0.62 -4.96  -0.058
C: 2.06 0.83 -3.66  -0.089
C: 1.68 2.22 -0.91  -0.383
C: 2.29 3.36 -1.44  -0.072
C: 3.41 3.88 -0.82  -0.041
C: 3.93 3.27 0.31  -0.033
C: 3.33 2.13 0.83  -0.044
C: 2.21 1.59 0.22  -0.095
P: -2.42 2.10 -1.56  0.876
C: -3.33 2.33 -3.11  -0.346
C: -4.29 1.42 -3.54  -0.096
C: -5.00 1.66 -4.71  -0.045
C: -4.74 2.80 -5.45  -0.035
C: -3.81 3.73 -5.01  -0.041
C: -3.11 3.50 -3.83  -0.091
C: -3.37 3.03 -0.36  -0.362
C: -4.46 2.38 0.24  -0.098
C: -5.26 3.06 1.14  -0.052
C: -4.98 4.38 1.45  -0.044
C: -3.90 5.03 0.86  -0.049
C: -3.09 4.36 -0.05  -0.081
H: -0.79 3.60 -2.49  0.074
H: -1.12 1.82 -4.32  0.075
H: -0.33 1.47 -6.62  0.117
H: 1.99 0.72 -7.04  0.120
H: 3.52 0.30 -5.14  0.119
H: 2.75 0.66 -2.83  0.115
H: 1.90 3.83 -2.34  0.118
H: 3.89 4.76 -1.23  0.121
H: 4.80 3.68 0.80  0.122
H: 3.72 1.67 1.73  0.096
H: 1.72 0.72 0.64  0.056
H: -4.53 0.55 -2.94  0.093
H: -5.75 0.96 -5.04  0.119
H: -5.29 2.99 -6.37  0.123
H: -3.63 4.63 -5.57  0.123
H: -2.43 4.27 -3.48  0.107
H: -4.68 1.35 -0.01  0.106
H: -6.10 2.56 1.60  0.118
H: -5.61 4.92 2.15  0.120
H: -3.69 6.06 1.10  0.120
H: -2.26 4.87 -0.51  0.109
C: 2.16 -4.69 -3.05  0.019
N: 1.40 -3.58 -2.50  -0.060
C: 1.28 -3.32 -1.08  -0.009
C: 0.50 -2.03 -1.11  -0.446
O: 0.17 -1.37 -0.08  -0.143
N: 0.21 -1.67 -2.36  0.153
C: 0.79 -2.60 -3.16  -0.371
N: 0.73 -2.51 -4.48  0.244
H: 2.03 -5.56 -2.41  0.106
H: 3.22 -4.46 -3.11  0.109
H: 1.79 -4.96 -4.04  0.093
H: 2.25 -3.21 -0.58  0.099
H: 0.71 -4.10 -0.57  0.160
H: 0.45 -1.63 -4.88  0.106
H: 1.27 -3.13 -5.07  0.120
C: 4.65 -2.04 6.60  -0.087
C: 3.87 -0.73 6.48  -0.226
C: 2.59 -0.86 5.67  -0.199
N: 2.89 -1.29 4.30  0.039
C: 2.17 -1.03 3.24  -0.779
S: 0.71 -0.18 3.24  0.721
N: 2.58 -1.52 2.00  0.108
C: 3.71 -2.20 1.55  -0.362
O: 3.61 -2.79 0.49  0.073
C: 4.98 -2.14 2.31  -0.179
C: 5.69 -3.32 2.53  -0.008
C: 6.89 -3.28 3.21  -0.047
C: 7.41 -2.07 3.65  -0.051
C: 6.72 -0.89 3.41  -0.055
C: 5.50 -0.92 2.75  -0.042
H: 5.48 -1.92 7.29  0.085
H: 5.07 -2.37 5.65  0.050
H: 4.01 -2.84 6.99  0.085
H: 4.50 0.04 6.03  0.110
H: 3.59 -0.39 7.47  0.117
H: 2.05 0.08 5.61  0.086
H: 1.91 -1.59 6.13  0.131
H: 3.70 -1.88 4.20  0.113
H: 1.83 -1.50 1.32  0.075
H: 5.29 -4.26 2.16  0.126
H: 7.44 -4.20 3.39  0.119
H: 8.35 -2.05 4.18  0.119
H: 7.13 0.06 3.73  0.116
H: 4.96 0.00 2.55  0.100

Computed properties:
Total charge: +3
Spin multiplicity: 2
Orbital gap (spin up / spin down), eV: 6.93 / 5.11
Electronic energy, eV: -109727.197
E_HOMO (spin up / spin down), eV: -14.4 / -14.4

=====

Entry from the Open Molecules 2025 dataset: a single HN3O5S molecule at a distorted geometry (wB97M-V/def2-TZVPD).

Each line ends with the natural charge from an NBO analysis.
Cartesian coordinates (Å):
N: 0.07 0.24 -0.43  -0.535
N: 2.41 1.39 0.63  0.385
N: -0.86 1.01 -0.09  0.560
O: 2.73 2.30 1.34  -0.368
O: 2.81 0.27 0.62  -0.302
O: -2.03 0.87 0.02  -0.361
O: -0.38 2.27 0.08  -0.513
O: 1.36 1.96 -1.89  -0.828
S: 1.23 2.42 -0.56  1.566
H: -0.20 -0.86 -0.65  0.398

Computed properties:
Orbital gap, eV: 10.09
Electronic energy, eV: -25550.114
E_HOMO, eV: -10.7

=====

Entry from the Open Molecules 2025 dataset: a molecular structure, C21H30N5NaO2SSe2 (wB97M-V/def2-TZVPD).

Each line ends with the natural charge from an NBO analysis.
Cartesian coordinates (Å):
Na: -1.12 -0.56 1.81  0.896
C: -7.11 -0.92 0.43  -0.622
C: -6.84 -1.79 1.66  -0.212
N: -5.82 -1.26 2.54  -0.627
C: -4.48 -1.25 2.20  0.303
S: -3.49 -0.25 3.19  -0.529
N: -4.18 -2.01 1.17  -0.521
N: -2.85 -2.03 0.86  -0.270
C: -2.49 -2.77 -0.12  0.197
C: -3.45 -3.60 -0.93  -0.689
C: -1.05 -2.79 -0.48  0.154
C: -0.64 -3.21 -1.74  -0.264
C: 0.70 -3.16 -2.06  -0.151
C: 1.61 -2.74 -1.12  -0.244
C: 1.13 -2.35 0.13  0.041
N: -0.17 -2.36 0.44  -0.484
H: -7.88 -1.36 -0.21  0.188
H: -6.19 -0.82 -0.15  0.231
H: -7.43 0.08 0.72  0.192
H: -6.54 -2.78 1.34  0.208
H: -7.76 -1.89 2.25  0.173
H: -6.07 -0.54 3.19  0.392
H: -3.66 -3.11 -1.89  0.214
H: -4.38 -3.70 -0.39  0.247
H: -3.02 -4.58 -1.15  0.207
H: -1.37 -3.52 -2.47  0.204
H: 1.04 -3.43 -3.06  0.210
H: 2.67 -2.65 -1.35  0.248
H: 1.80 -1.97 0.89  0.249
O: 5.04 -1.15 -1.77  -0.805
C: 4.90 -0.62 -0.45  -0.062
C: 4.19 0.73 -0.36  -0.169
C: 5.02 1.76 -1.15  -0.061
O: 4.29 2.94 -1.51  -0.792
C: 2.75 0.67 -0.90  -0.549
Se: 2.51 0.59 -2.87  -0.693
C: 4.15 1.17 1.12  -0.532
Se: 3.22 0.03 2.46  -0.702
H: 4.33 -0.77 -2.32  0.494
H: 5.91 -0.52 -0.04  0.149
H: 4.37 -1.32 0.20  0.181
H: 5.41 1.29 -2.05  0.179
H: 5.86 2.09 -0.53  0.156
H: 3.64 2.61 -2.16  0.492
H: 2.23 1.56 -0.55  0.202
H: 2.25 -0.18 -0.44  0.209
H: 3.70 2.16 1.15  0.191
H: 5.18 1.27 1.47  0.181
C: 1.68 5.11 -0.38  -0.646
C: 0.91 3.95 0.19  0.038
C: 1.21 3.44 1.45  -0.266
C: 0.56 2.30 1.90  0.066
N: -0.36 1.66 1.19  -0.506
C: -0.65 2.15 -0.02  0.054
C: -0.05 3.27 -0.55  -0.266
H: 1.85 5.87 0.38  0.202
H: 1.15 5.56 -1.22  0.202
H: 2.65 4.76 -0.73  0.267
H: 1.97 3.90 2.07  0.216
H: 0.84 1.87 2.86  0.226
H: -1.37 1.59 -0.60  0.189
H: -0.29 3.58 -1.56  0.214

Computed properties:
Total charge: -2
Orbital gap, eV: 4.59
Electronic energy, eV: -179756.520
E_HOMO, eV: -0.9

=====

Entry from the Open Molecules 2025 dataset: a single C18H18Cl2N2O molecule (wB97M-V/def2-TZVPD).

Each line ends with the natural charge from an NBO analysis.
Cartesian coordinates (Å):
O: -1.91 0.35 -1.74  -0.611
C: -0.90 0.99 -1.56  0.672
C: 0.08 1.22 -2.68  -0.153
C: 0.87 0.17 -3.12  -0.151
C: 1.71 0.35 -4.21  -0.059
Cl: 2.70 -0.96 -4.74  0.019
C: 1.76 1.57 -4.87  -0.215
C: 0.97 2.62 -4.44  -0.212
C: 0.13 2.44 -3.35  -0.024
Cl: -0.85 3.75 -2.80  0.023
N: -0.57 1.54 -0.37  -0.425
C: 0.71 2.11 -0.04  -0.240
C: 1.52 1.11 0.81  -0.223
N: 0.67 0.21 1.58  -0.442
C: 0.44 -1.09 0.96  -0.233
C: -0.28 -2.01 1.91  -0.062
C: -1.50 -2.58 1.56  -0.159
C: -2.15 -3.42 2.45  -0.226
C: -1.60 -3.69 3.69  -0.216
C: -0.39 -3.11 4.04  -0.208
C: 0.26 -2.28 3.15  -0.199
C: -0.54 0.89 1.99  -0.241
C: -1.42 1.30 0.79  -0.251
H: 0.82 -0.79 -2.62  0.230
H: 2.42 1.70 -5.72  0.234
H: 0.99 3.57 -4.95  0.234
H: 0.53 3.03 0.52  0.199
H: 1.26 2.37 -0.95  0.228
H: 2.17 0.51 0.17  0.201
H: 2.15 1.66 1.51  0.196
H: 1.42 -1.52 0.73  0.208
H: -0.13 -1.03 0.01  0.176
H: -1.93 -2.37 0.59  0.209
H: -3.10 -3.86 2.16  0.213
H: -2.11 -4.34 4.38  0.213
H: 0.04 -3.32 5.01  0.212
H: 1.20 -1.82 3.42  0.219
H: -1.11 0.23 2.65  0.227
H: -0.24 1.77 2.56  0.195
H: -1.99 2.21 1.02  0.201
H: -2.12 0.51 0.52  0.241

Computed properties:
Orbital gap, eV: 9.14
Electronic energy, eV: -49031.220
E_HOMO, eV: -8.5

=====

Entry from the Open Molecules 2025 dataset: a single C3H2ClNO2 molecule at a distorted geometry (wB97M-V/def2-TZVPD).

Each line ends with the natural charge from an NBO analysis.
Cartesian coordinates (Å):
O: 1.97 -0.67 -0.09  -0.639
C: 0.72 -0.21 -0.06  0.375
C: 0.36 1.06 -0.17  -0.067
O: -0.96 1.06 0.01  -0.405
C: -1.35 -0.18 0.08  0.447
Cl: -3.01 -0.36 -0.09  0.075
N: -0.43 -1.04 0.06  -0.509
H: 1.83 -1.68 -0.05  0.498
H: 0.88 2.03 0.30  0.226

Computed properties:
Orbital gap, eV: 9.78
Electronic energy, eV: -21249.396
E_HOMO, eV: -9.0

=====

Entry from the Open Molecules 2025 dataset: 2 unconnected molecules or ions with the total composition C2H8OS2 at a distorted geometry (wB97M-V/def2-TZVPD).

Each line ends with the natural charge from an NBO analysis.
Cartesian coordinates (Å):
C: 0.58 -1.56 0.67  -0.757
S: 0.11 0.19 1.00  0.082
S: -0.71 0.67 -0.71  0.085
C: -2.33 -0.24 -0.74  -0.747
H: -0.09 -2.18 0.05  0.225
H: 0.75 -2.06 1.63  0.223
H: 1.55 -1.47 0.15  0.223
H: -3.10 0.31 -0.18  0.220
H: -2.27 -1.27 -0.33  0.219
H: -2.64 -0.31 -1.80  0.227
O: 2.62 2.65 -0.31  -0.941
H: 2.04 2.83 0.47  0.472
H: 3.49 2.42 0.08  0.468

Computed properties:
Orbital gap, eV: 9.14
Electronic energy, eV: -25921.474
E_HOMO, eV: -8.4